Record 1
A cluster of 2 separate species, CHN2OS in total, computed with ωB97M-V/def2-TZVPD.

Geometry as XYZ:
```
6
Properties=species:S:1:pos:R:3:forces:R:3
C 1.1613 -0.9791 0.2843 5.560 0.576 0.952
N -1.3535 0.7548 -0.5072 0.042 0.299 0.715
N -1.3750 1.3639 0.5012 -0.361 0.209 -0.448
O 0.0323 -1.1982 0.1325 -4.781 -1.961 -0.457
S 2.2577 0.2189 -0.0755 0.167 0.229 -0.116
H -0.7228 -0.1602 -0.3352 -0.626 0.648 -0.645
```
Forces are in eV/Å.

Computed properties:
- Max |F|: 5.67 eV/Å
- DFT total energy: -621.5983 Eh
- Spin multiplicity: 3
- Total charge: -1
- Orbital gap (spin up / spin down): 5.7 / 8.2 eV

***

Record 2
A cluster of 2 separate species, C2H12N5 in total, computed with ωB97M-V/def2-TZVPD.

Geometry as XYZ:
```
19
Properties=species:S:1:pos:R:3:forces:R:3
C -2.1346 -0.6103 -0.1053 -0.662 1.440 -0.314
C -1.5244 0.8224 0.1368 2.536 0.260 -4.073
N 0.8048 0.2341 -1.4221 -0.130 1.568 0.685
N 1.2100 -1.6999 0.2279 -0.153 0.143 -0.797
N 2.1595 0.8939 0.3575 2.203 0.421 0.432
N -0.0851 0.8052 0.5878 -0.410 1.201 2.656
N 1.0086 0.3296 -0.0140 -2.858 -2.372 -3.322
H -1.4910 -1.5189 -0.2989 -0.511 1.430 0.216
H -2.7484 -0.7238 0.7902 -0.064 -0.833 -0.267
H -2.8125 -0.4126 -0.9786 0.438 -0.762 0.809
H -1.3409 1.4308 -0.8847 -0.930 -1.573 1.895
H -2.1922 1.4923 0.7017 0.922 -0.506 0.462
H 1.5680 0.4616 -2.0233 0.861 0.094 0.395
H 0.1890 -0.4573 -1.8024 -0.109 -0.679 0.745
H 1.9055 -1.9433 0.9235 0.117 0.131 0.595
H 0.2992 -1.9865 0.6010 0.227 0.266 0.303
H 2.8280 0.2026 0.6637 0.092 -0.135 -0.243
H 2.1485 1.6809 1.0004 -0.708 -0.004 -0.332
H 0.2080 0.9991 1.5388 -0.862 -0.092 0.156
```
Forces are in eV/Å.

Computed properties:
- Max |F|: 4.98 eV/Å
- DFT total energy: -356.6959 Eh
- Spin multiplicity: 1
- Total charge: +1
- Orbital gap (spin up / spin down): 9.0 / 8.6 eV

***

Record 3
A cluster of 2 separate species, C6H17NO in total, computed with ωB97M-V/def2-TZVPD.

Geometry as XYZ:
```
25
Properties=species:S:1:pos:R:3:forces:R:3
C -1.3259 0.2885 2.6915 -2.042 0.265 0.628
C -0.6515 -0.0500 1.4290 0.352 0.829 -3.581
C 0.7636 -0.7243 1.3307 -1.042 1.384 1.441
N 0.8994 -1.3183 0.0463 -0.009 -0.635 0.453
C 0.6081 -2.6857 -0.0030 -5.225 -1.886 -0.663
C 1.8241 -0.8767 -0.9357 1.433 1.206 -1.472
C 1.5370 0.5526 -1.4826 -0.729 1.045 2.294
H -0.5256 0.4337 3.3646 0.209 -0.338 2.000
H -2.1930 -0.4221 2.8770 1.808 0.021 0.672
H -1.9520 1.1911 2.7586 0.733 0.383 -0.735
H -0.4614 0.7790 0.7187 -0.791 0.192 0.514
H -1.3832 -0.6615 0.9147 0.395 -0.544 -0.691
H 0.7422 -1.3085 2.2732 1.137 -0.734 -0.802
H 1.5796 0.0130 1.3417 -0.424 0.125 0.789
H -0.2976 -3.0148 0.7087 1.592 1.210 -1.444
H 0.2936 -3.1393 -1.0161 0.251 1.324 1.017
H 1.3031 -3.3635 0.2850 3.078 -1.783 1.230
H 2.9809 -1.0127 -0.8999 -1.544 0.026 1.097
H 1.5592 -1.5376 -1.7354 0.187 -0.277 -0.933
H 0.7618 0.4982 -2.2454 -0.696 0.364 0.673
H 2.3074 1.0236 -2.0032 2.057 -0.012 -1.082
H 1.4445 1.4193 -0.6647 -0.728 -2.162 -1.407
O -3.2628 4.7309 -2.8856 0.847 1.149 1.347
H -3.8145 4.0986 -3.2778 -1.233 -1.414 -0.853
H -2.7370 5.0866 -3.5903 0.386 0.265 -0.493
```
Forces are in eV/Å.

Computed properties:
- Max |F|: 5.59 eV/Å
- DFT total energy: -368.6828 Eh
- Spin multiplicity: 1
- Total charge: 0
- SMILES string: CCCN(C)CC.O
- Orbital gap: 9.0 eV

***

Record 4
A structure of composition C29H37ClIrN3OS5, computed with ωB97M-V/def2-TZVPD.

Geometry as XYZ:
```
77
Properties=species:S:1:pos:R:3:forces:R:3
Ir 0.0357 -2.3174 1.3432 -0.732 0.050 2.831
C -1.5296 -1.7177 3.2146 0.658 0.355 -0.472
C -1.1789 -3.1014 3.2456 0.212 -0.285 -1.121
C 0.2102 -3.1849 3.5807 0.270 0.387 -0.405
C 0.7082 -1.8577 3.7699 0.343 -0.948 -1.049
C -0.3610 -0.9585 3.5409 -0.786 -0.236 -1.036
C -0.3625 0.5216 3.7223 0.119 -0.142 -0.169
C 2.0869 -1.5411 4.2510 -0.018 -0.052 -0.107
C 0.9361 -4.4350 3.9505 0.003 0.051 -0.157
C -2.1080 -4.2741 3.2327 0.146 0.014 -0.024
C -2.8935 -1.1302 3.0601 0.055 0.022 -0.126
H -1.0840 0.8071 4.4890 -0.022 0.038 0.043
H -0.6512 1.0229 2.7992 0.024 0.033 0.062
H 0.6146 0.8900 4.0227 0.030 0.080 -0.004
H 2.2441 -1.9638 5.2446 0.021 0.034 0.066
H 2.2499 -0.4683 4.3060 0.086 0.039 -0.012
H 2.8360 -1.9745 3.5881 0.043 0.054 0.038
H 0.8555 -4.6049 5.0277 -0.011 0.017 0.022
H 1.9931 -4.3597 3.7017 0.033 -0.080 -0.022
H 0.5135 -5.2982 3.4411 0.063 -0.025 -0.052
H -2.1259 -4.7361 4.2213 -0.078 -0.036 0.055
H -1.7771 -5.0274 2.5187 -0.043 0.004 -0.030
H -3.1194 -3.9747 2.9772 -0.071 -0.039 -0.084
H -3.1741 -0.5922 3.9686 -0.034 0.000 0.028
H -3.6373 -1.9018 2.8783 -0.031 0.035 -0.060
H -2.9242 -0.4216 2.2311 -0.067 -0.001 0.008
S 0.1695 -5.3862 -5.2832 0.018 -0.110 -0.221
C 0.0406 -4.8390 -3.7507 -0.081 0.120 0.342
S 1.1011 -5.3277 -2.4555 -0.384 0.373 -0.173
C 0.4074 -4.3128 -1.1996 -1.443 0.679 -1.409
C -0.6714 -3.5488 -1.5725 1.559 -1.367 -0.333
S -1.5696 -2.5084 -0.5622 0.592 1.068 1.922
S -1.1694 -3.6859 -3.2483 0.450 -0.298 0.087
S 1.1126 -4.3603 0.3528 -0.114 1.612 1.604
C 2.2326 1.2339 -4.4591 -0.143 0.042 0.067
C 0.7451 1.3896 -4.1171 0.173 0.042 -0.017
C 0.1503 0.0138 -3.7989 0.043 0.205 0.035
C 0.0457 1.9246 -5.3793 0.072 -0.009 0.329
C 0.5803 2.4188 -2.9424 -0.238 -0.689 0.184
O 0.9406 3.7136 -3.3934 0.238 0.239 -0.014
C -0.8643 2.4197 -2.3851 0.188 0.330 -0.170
C -1.2405 3.7273 -1.6631 0.013 -0.138 -0.022
C -1.0266 3.7249 -0.1768 -0.047 0.121 -0.059
C -1.9094 3.0398 0.6508 0.041 0.012 0.015
C -1.8006 3.1108 2.0271 -0.012 0.080 0.119
C -0.7781 3.8581 2.5923 0.015 0.035 -0.286
Cl -0.6573 3.9971 4.3114 0.018 -0.035 0.183
C 0.1352 4.5167 1.7857 -0.024 -0.022 0.191
C -0.0021 4.4565 0.4100 -0.086 0.010 0.024
C 1.5940 2.2306 -1.7790 -0.037 0.840 -0.632
N 1.6024 0.9680 -1.0997 -0.510 -0.397 0.942
C 0.8508 0.5455 -0.0768 -0.059 -0.110 -0.009
N 1.2500 -0.6596 0.3032 -0.762 -1.076 -0.118
C 2.2814 -0.9296 -0.5337 -0.002 0.117 -0.143
N 2.5112 0.0338 -1.3843 0.921 -0.338 -0.370
H 2.3340 0.7292 -5.4169 0.029 -0.093 -0.095
H 2.7565 0.6468 -3.7088 0.065 -0.016 -0.015
H 2.7009 2.2134 -4.5439 0.102 0.059 -0.043
H 0.3040 -0.6398 -4.6545 0.020 -0.109 -0.069
H -0.9186 0.0647 -3.6147 -0.181 -0.037 0.028
H 0.6248 -0.4570 -2.9446 0.019 -0.110 0.112
H 0.0751 1.1585 -6.1479 -0.007 -0.092 -0.107
H 0.5596 2.7964 -5.7773 0.048 0.127 -0.117
H -0.9985 2.1720 -5.2047 -0.176 0.041 -0.032
H 0.3802 3.9495 -4.1394 0.009 -0.017 -0.039
H -0.9942 1.5618 -1.7257 -0.135 -0.110 -0.046
H -1.5567 2.2924 -3.2166 -0.005 -0.126 -0.006
H -2.2989 3.9284 -1.8400 0.022 0.026 -0.048
H -0.6661 4.5428 -2.1031 -0.157 0.028 0.022
H -2.7140 2.4667 0.2109 -0.105 -0.042 -0.037
H -2.5185 2.6130 2.6596 -0.061 -0.058 0.096
H 0.9292 5.0933 2.2322 0.078 0.074 0.078
H 0.6842 5.0155 -0.2124 0.034 0.026 -0.059
H 1.3829 3.0117 -1.0462 0.126 -0.141 -0.092
H 2.5940 2.3944 -2.1812 -0.073 -0.048 0.158
H 0.0624 1.1120 0.3733 -0.275 0.191 0.040
H 2.8587 -1.8310 -0.4977 0.010 -0.278 -0.019
```
Forces are in eV/Å.

Computed properties:
- Max |F|: 2.92 eV/Å
- DFT total energy: -3922.2514 Eh
- Spin multiplicity: 1
- Total charge: 0
- Orbital gap (spin up / spin down): 5.9 / 5.9 eV

***

Record 5
A structure of composition C4H4Br4, computed with ωB97M-V/def2-TZVPD.

Geometry as XYZ:
```
12
Properties=species:S:1:pos:R:3:forces:R:3
C -0.7366 0.1905 0.3533 1.058 -0.976 -0.250
C 0.3845 -0.2430 -0.2077 3.594 3.101 -0.952
C -1.8637 -0.7661 0.3324 -2.930 3.475 -1.005
C 1.7882 0.7639 -0.3936 -0.789 -3.942 1.923
Br -0.8205 1.9001 1.1876 -0.413 -0.650 -0.321
Br 0.5454 -1.7733 -1.2438 -0.108 -0.719 -0.100
Br 3.2567 -0.0061 -1.4672 -0.593 0.255 0.396
Br 2.5400 1.1636 1.3932 -0.346 -0.020 -0.872
H -2.2706 -0.8896 1.2825 -0.564 -0.294 1.931
H -1.6151 -1.7011 -0.0613 0.198 -1.064 -0.741
H -2.7560 -0.2328 -0.2259 1.617 -1.308 0.611
H 1.5475 1.5941 -0.9493 -0.724 2.143 -0.620
```
Forces are in eV/Å.

Computed properties:
- Max |F|: 4.84 eV/Å
- DFT total energy: -10450.8037 Eh
- Spin multiplicity: 1
- Total charge: 0
- Orbital gap: 9.7 eV

***

Record 6
An isolated molecule of C5H12N2, computed with ωB97M-V/def2-TZVPD.

Geometry as XYZ:
```
19
Properties=species:S:1:pos:R:3:forces:R:3
N 0.1755 0.9511 2.5144 1.431 -1.966 -0.342
C -0.6359 0.4750 1.3460 3.741 0.438 0.606
C 0.2433 -0.5913 0.5520 -3.481 0.856 0.613
C 1.2568 -0.0117 -0.4648 -1.160 -3.173 -0.503
C 0.3399 0.3313 -1.7361 0.246 1.576 1.505
C -0.9927 -0.4541 -1.5259 0.481 -1.460 -0.193
N -0.8599 -1.1798 -0.2172 -0.045 -1.991 -2.067
H 0.3841 1.9019 2.5216 0.133 1.986 -0.107
H 1.1328 0.4899 2.5155 -1.725 0.656 -0.062
H -0.9869 1.2349 0.6619 0.289 0.641 -0.149
H -1.4882 0.1052 1.8146 -1.432 -1.492 0.119
H 0.5243 -1.3335 1.3175 0.612 0.302 -0.501
H 1.8521 -0.9813 -0.7571 -0.428 2.150 0.477
H 1.8477 0.7626 -0.0079 0.448 0.342 -0.327
H 0.0282 1.4524 -1.6813 1.078 -1.791 -0.615
H 0.9591 0.0405 -2.6077 -0.865 0.598 0.157
H -1.1836 -1.2376 -2.3570 0.138 1.458 1.268
H -1.8476 0.2311 -1.4337 0.275 -0.203 -0.407
H -0.7490 -2.1866 -0.4549 0.266 1.072 0.526
```
Forces are in eV/Å.

Computed properties:
- Max |F|: 3.82 eV/Å
- DFT total energy: -307.1616 Eh
- Spin multiplicity: 1
- Total charge: 0
- SMILES string: NC[C@@H]1CCCN1
- Orbital gap: 9.6 eV

***

Which of these has the highest max |F|? CHN2OS